1.
A molecular structure, C3H2FO2Pm. Source: the Open Molecules 2025 dataset; level of theory: wB97M-V/def2-TZVPD.

Computed properties:
- Spin multiplicity: 6
- F_max: 3.4 eV/A
- HOMO level (alpha / beta): -12.9 / -12.9 eV
- Energy relative to the best compared isomer or geometry (same formula, charge and spin): 0.000 eV
- M: 234.04 g mol⁻¹
- DFT total energy: -973.93387 a.u.
- Net charge: +1

The geometry in XYZ format:
```
9
C3H2FO2Pm wB97M-V/def2-TZVPD
O -0.972 -2.404 -0.485
C -0.548 -1.268 -0.309
O 0.678 -0.924 -0.199
C -2.859 -0.255 0.050
C -1.543 -0.161 -0.038
H -3.465 0.555 0.455
H -3.337 -1.159 -0.322
F -0.924 1.018 0.311
Pm 1.831 1.086 0.298
```

2.
A molecular structure, C3H2FO2Yb. Source: the Open Molecules 2025 dataset; level of theory: wB97M-V/def2-TZVPD.

Computed properties:
- Spin multiplicity: 2
- F_max: 2.2 eV/A
- HOMO level (alpha / beta): -15.9 / -16.6 eV
- Energy relative to the best compared isomer or geometry (same formula, charge and spin): 0.490 eV
- M: 262.08 g mol⁻¹
- DFT total energy: -1523.78392 a.u.
- Net charge: +2

The geometry in XYZ format:
```
9
C3H2FO2Yb wB97M-V/def2-TZVPD
H 4.072 -0.615 -0.537
F -0.455 -1.139 1.143
O -0.358 0.728 0.037
O 3.298 -0.988 -1.002
C 0.258 -0.199 0.561
C 1.704 -0.286 0.694
C 2.197 -0.953 -0.374
H 2.159 -0.280 1.686
Yb -2.532 1.696 -0.270
```

3.
A molecular structure, C3H2FO3Tl. Source: the Open Molecules 2025 dataset; level of theory: wB97M-V/def2-TZVPD.

Computed properties:
- Spin multiplicity: 2
- F_max: 3.7 eV/A
- HOMO level (alpha / beta): -14.5 / -14.4 eV
- M: 309.43 g mol⁻¹
- DFT total energy: -613.18597 a.u.
- Net charge: +1

The geometry in XYZ format:
```
10
C3H2FO3Tl wB97M-V/def2-TZVPD
O 0.836 0.292 1.522
C 0.724 -0.735 0.788
C 0.457 -0.589 -0.596
H 0.549 -1.722 1.243
H 0.374 -1.420 -1.294
F 1.224 0.473 -1.100
Tl 0.906 2.062 0.478
O -2.429 -0.313 -0.358
O -1.158 1.553 -0.253
C -1.485 0.399 -0.431
```

What did the third record say?
A molecular structure, C3H2FO3Tl. Source: the Open Molecules 2025 dataset; level of theory: wB97M-V/def2-TZVPD.

Computed properties:
- Spin multiplicity: 2
- F_max: 3.7 eV/A
- HOMO level (alpha / beta): -14.5 / -14.4 eV
- M: 309.43 g mol⁻¹
- DFT total energy: -613.18597 a.u.
- Net charge: +1

The geometry in XYZ format:
```
10
C3H2FO3Tl wB97M-V/def2-TZVPD
O 0.836 0.292 1.522
C 0.724 -0.735 0.788
C 0.457 -0.589 -0.596
H 0.549 -1.722 1.243
H 0.374 -1.420 -1.294
F 1.224 0.473 -1.100
Tl 0.906 2.062 0.478
O -2.429 -0.313 -0.358
O -1.158 1.553 -0.253
C -1.485 0.399 -0.431
```